No. 1
{
  "formula": "C26H35N3O4S",
  "method": "the ωB97M-V functional and the def2-TZVPD basis",
  "species": ["C", "O", "C", "C", "N", "C", "N", "C", "H", "H", "C", "C", "C", "N", "C", "C", "C", "C", "C", "C", "H", "C", "H", "H", "H", "H", "H", "H", "C", "H", "H", "H", "H", "H", "C", "C", "C", "C", "C", "C", "C", "H", "O", "C", "H", "H", "H", "O", "C", "H", "H", "H", "O", "C", "H", "H", "H", "H", "H", "H", "S", "H", "H", "H", "H", "H", "H", "H", "H"],
  "positions_angstrom": [[-5.86077, -0.63501, -0.95511], [-5.44636, -0.30378, 0.35456], [-5.46974, -1.37705, 1.25940], [-4.37409, -2.43009, 1.01828], [-3.06155, -1.83911, 1.04007], [-2.29782, -1.65616, -0.06577], [-1.18722, -0.90126, 0.05275], [-0.82819, -0.20702, 1.27225], [0.23496, 0.03116, 1.19881], [-0.95270, -0.86897, 2.13668], [-1.61931, 1.10218, 1.46219], [-1.26063, 2.08536, 0.39812], [-1.95554, 2.36296, -0.74937], [-1.24510, 3.27151, -1.49723], [-0.08679, 3.59380, -0.84827], [0.94708, 4.44967, -1.19866], [2.00652, 4.56549, -0.32424], [2.05780, 3.85126, 0.88155], [1.02864, 2.99458, 1.22106], [-0.05832, 2.85725, 0.35932], [1.06654, 2.43937, 2.14747], [3.22115, 4.04634, 1.81122], [3.41417, 3.14493, 2.38904], [4.12156, 4.31134, 1.26121], [3.00595, 4.85455, 2.51158], [2.82545, 5.22576, -0.57059], [0.92271, 5.00719, -2.12353], [-1.54781, 3.64898, -2.37892], [-3.24075, 1.81331, -1.25295], [-3.79459, 2.57522, -1.79958], [-3.05996, 0.97459, -1.92779], [-3.85630, 1.45193, -0.43359], [-1.36998, 1.51374, 2.44308], [-2.69282, 0.90638, 1.43114], [-0.30282, -0.68424, -1.08008], [1.10287, -1.11549, -0.76826], [2.14170, -0.19723, -0.78049], [3.43320, -0.60938, -0.48766], [3.69510, -1.95122, -0.14928], [2.63275, -2.86597, -0.11159], [1.35125, -2.43662, -0.43762], [0.52300, -3.12576, -0.42994], [2.91504, -4.15582, 0.25982], [1.88219, -5.10904, 0.20845], [2.34598, -6.05453, 0.48674], [1.08264, -4.87767, 0.91965], [1.45982, -5.19513, -0.79735], [5.00043, -2.21894, 0.15694], [5.52846, -3.49920, -0.10731], [6.61104, -3.37664, -0.06857], [5.21672, -4.23122, 0.64117], [5.23951, -3.85613, -1.09938], [4.52383, 0.20452, -0.49815], [4.35016, 1.54360, -0.89170], [5.33970, 1.99421, -0.83429], [3.66729, 2.07943, -0.22598], [3.97877, 1.61642, -1.91966], [1.93356, 0.83119, -1.02936], [-0.70103, -1.26723, -1.91543], [-0.31612, 0.37537, -1.34862], [-2.69757, -2.41488, -1.49526], [-2.88012, -1.25557, 1.84120], [-4.50374, -2.91092, 0.04632], [-4.44529, -3.19104, 1.80275], [-5.32902, -0.91987, 2.24465], [-6.44870, -1.87895, 1.24027], [-6.81526, -1.17235, -0.93706], [-5.11462, -1.24226, -1.47651], [-5.98683, 0.30820, -1.48260]],
  "atomic_forces_ev_per_a": [[0.0167, -0.0610, -0.1347], [0.0866, 0.0969, 0.1184], [0.2038, -0.1916, 0.0734], [-0.5429, 0.0773, -0.0026], [0.2977, 0.4057, 0.2638], [0.0909, -0.1110, 0.0616], [-0.1951, 0.0183, 0.1539], [-0.2291, 0.1897, 0.3729], [-0.0651, -0.0804, 0.1096], [0.0892, 0.0061, -0.0523], [0.2126, -0.0948, -0.2082], [-0.4113, 0.0225, -0.0697], [-0.0522, -0.0794, 0.3167], [-0.1956, 0.0096, -0.3132], [0.4068, -0.0917, 0.4247], [-0.0415, 0.0394, -0.0769], [-0.0309, -0.0046, -0.0175], [0.0548, -0.0333, 0.1152], [0.0102, 0.0813, -0.1538], [-0.0263, 0.2461, -0.4047], [0.0402, -0.0809, 0.1328], [-0.0814, 0.0644, 0.0391], [0.0718, -0.0422, 0.0505], [0.1012, -0.0005, 0.0113], [0.0843, 0.0365, 0.0700], [0.0907, 0.0698, -0.0368], [0.0258, 0.0684, -0.0934], [0.0224, -0.0413, 0.0831], [0.0985, -0.0299, -0.0066], [-0.0997, 0.0424, -0.0256], [-0.0442, -0.1060, -0.0531], [-0.0633, -0.0462, 0.0269], [-0.0804, -0.0054, 0.0734], [-0.0425, -0.0257, 0.1040], [0.2257, -0.0307, -0.4179], [0.1840, 0.0018, 0.0414], [-0.0135, 0.0274, -0.0850], [0.2466, -0.2565, 0.0495], [0.2459, 0.1282, -0.0449], [0.0862, 0.0065, 0.0121], [-0.0497, -0.0611, 0.0008], [-0.1168, -0.1400, 0.0154], [0.2338, 0.5235, -0.0183], [-0.1806, -0.1670, 0.0099], [-0.0787, 0.0364, -0.0208], [0.0184, -0.0018, -0.0516], [0.0007, 0.0204, 0.0430], [-0.4739, 0.2031, 0.1615], [0.2727, -0.3704, -0.0001], [-0.0482, -0.0326, -0.0412], [0.0752, 0.0814, -0.1206], [-0.0014, 0.0161, 0.0252], [-0.0991, -0.4340, 0.1115], [-0.0684, 0.2381, -0.0601], [-0.0653, 0.0225, -0.0210], [0.0099, -0.0342, -0.0495], [-0.0080, -0.0020, 0.0419], [-0.0101, 0.1686, -0.0092], [0.1017, 0.2253, 0.1692], [0.0105, -0.0368, -0.0098], [-0.1888, -0.4646, -0.8009], [0.0992, -0.0140, -0.0461], [0.0197, 0.0064, 0.2280], [-0.0531, 0.0086, -0.0798], [-0.0796, -0.0926, -0.0140], [0.0595, 0.0328, 0.0572], [-0.0531, 0.0327, 0.0020], [-0.0524, 0.0307, 0.0341], [-0.0515, -0.0206, -0.0638]],
  "lowdin_charge": [-0.11, -0.21, -0.21, -0.20, 0.01, -0.77, -0.09, -0.13, 0.12, 0.13, -0.10, -0.16, -0.25, 0.13, -0.21, -0.01, -0.06, -0.31, 0.01, -0.12, 0.12, -0.06, 0.08, 0.07, 0.08, 0.11, 0.11, 0.16, 0.00, 0.08, 0.09, 0.07, 0.12, 0.10, -0.14, -0.21, 0.03, -0.18, -0.13, -0.18, 0.03, 0.11, -0.10, -0.08, 0.09, 0.10, 0.10, -0.06, -0.07, 0.09, 0.09, 0.10, -0.06, -0.07, 0.10, 0.07, 0.10, 0.11, 0.05, 0.12, 0.68, 0.12, 0.05, 0.12, 0.12, 0.12, 0.09, 0.03, 0.09],
  "e_above_lowest_ev": 2.629,
  "mol_weight_g_mol": 485.65,
  "smiles": "COCCNC(=S)N(CCc1c(C)[nH]c2ccc(C)cc12)Cc1cc(OC)c(OC)c(OC)c1"
}

No. 2
{
  "formula": "C4H37NO16",
  "method": "the ωB97M-V functional and the def2-TZVPD basis",
  "species": ["C", "N", "C", "O", "O", "C", "C", "H", "H", "H", "H", "H", "H", "H", "H", "H", "H", "H", "O", "H", "H", "O", "H", "H", "O", "H", "H", "O", "H", "H", "O", "H", "H", "O", "H", "H", "O", "H", "H", "O", "H", "H", "O", "H", "H", "O", "H", "H", "O", "H", "H", "O", "H", "H", "O", "H", "H", "O"],
  "positions_angstrom": [[1.60086, 2.33023, -0.17258], [1.97193, 3.09042, 0.99865], [1.13555, 4.05870, 1.49697], [0.16632, 4.52423, 0.71361], [1.28643, 4.50726, 2.61232], [0.40128, 1.45215, 0.03583], [0.64564, 0.40696, 1.09382], [1.51912, 3.00041, -1.04001], [2.45316, 1.70781, -0.44181], [2.49463, 2.57760, 1.68881], [-0.05781, 4.04859, -0.13279], [0.10374, 0.93903, -0.87645], [-0.46121, 2.05156, 0.33345], [0.63475, 0.83250, 2.09423], [-0.11571, -0.36033, 1.05823], [1.62818, -0.04701, 1.00883], [-2.64404, 2.51041, -0.08926], [-3.20444, 1.13150, -0.53300], [-3.31397, 1.83373, 0.14947], [3.60993, -0.70261, -1.33203], [4.06470, 0.64923, -1.95936], [3.72772, -0.22877, -2.19280], [2.06197, -2.52380, -1.07618], [1.75507, -3.36642, -2.33957], [1.32399, -2.79618, -1.68543], [-3.82586, -0.17184, -2.32280], [-2.90673, -0.90961, -1.30882], [-3.01503, -0.04992, -1.80395], [-2.21598, -2.86338, -0.35401], [-3.21056, -2.10197, 0.58292], [-3.04885, -2.34111, -0.35674], [1.35807, -2.46730, 2.47809], [2.28371, -1.44854, 3.21900], [2.24601, -1.99522, 2.43899], [-0.00824, -3.37594, -0.71652], [-0.79423, -4.68563, -0.43600], [-0.74672, -3.74854, -0.17850], [-0.18734, 0.76990, -3.16328], [-1.70717, 0.79312, -2.81906], [-0.98332, 1.38307, -3.15460], [-0.98663, -2.65967, 2.66879], [-0.35145, -3.49146, 1.55254], [-0.18259, -3.21866, 2.48107], [-1.27809, 4.20584, -2.12399], [-0.85758, 2.69146, -2.09167], [-1.03627, 3.49947, -1.50227], [0.96344, -1.25727, -2.58760], [2.09808, -0.23924, -3.04145], [1.15669, -0.49540, -3.17166], [-2.59974, -0.78274, 2.55369], [-3.16091, -2.03771, 3.28589], [-2.55746, -1.79274, 2.57254], [2.88885, -1.85343, 0.91067], [4.07488, -2.45397, 0.11332], [3.30025, -1.90513, -0.00338], [-1.85036, 1.31472, 2.68993], [-2.97927, 1.22371, 1.64620], [-2.66742, 0.83787, 2.52976]],
  "atomic_forces_ev_per_a": [[0.6425, 0.2113, -0.8331], [-0.2012, -0.1811, -0.5891], [0.2833, 0.1654, 0.9390], [-0.3747, -0.0533, -0.7188], [-0.0149, -0.0355, -0.0590], [-0.6634, -0.3340, 0.0310], [0.1895, 0.0549, 0.4474], [-0.3132, -0.0481, 0.2727], [0.1407, -0.1936, 0.1299], [-0.0414, 0.3465, 0.2293], [0.3137, 0.2051, 0.5217], [0.1807, 0.1553, -0.2547], [0.0320, -0.0040, -0.0481], [-0.1140, 0.1254, 0.2329], [-0.1287, -0.3244, 0.0672], [0.0426, -0.1872, -0.2765], [-0.5305, -0.3652, 0.0021], [-0.0893, 0.3132, 0.1002], [0.6027, 0.3516, -0.2619], [0.0878, 0.4181, -0.5935], [-0.0625, -0.3231, -0.1125], [0.1872, 0.0710, 0.7000], [-0.3149, -0.0651, -0.1935], [-0.2414, 0.1564, 0.0757], [0.5978, -0.3115, 0.3253], [0.2798, 0.0762, 0.1911], [-0.1510, 0.1626, -0.0978], [-0.2756, -0.5103, -0.1241], [-0.3927, 0.1794, 0.1627], [0.3025, -0.2822, -0.5108], [0.0132, 0.3028, 0.4159], [0.3839, 0.3206, 0.0505], [0.0749, 0.2733, 0.2757], [-0.5190, -0.7566, -0.3144], [-0.1306, -0.1360, 0.0158], [-0.0492, 0.4497, 0.1712], [0.3564, -0.5914, -0.4329], [-0.7050, 0.6350, -0.1907], [0.5666, 0.6147, -0.2160], [0.3976, -1.2666, 0.3731], [0.6851, -0.3835, -0.0766], [0.1227, 0.0166, 0.4646], [-0.6178, 0.4275, -0.2815], [0.0712, -0.3190, 0.3287], [-0.3893, 0.6563, 0.3876], [0.0707, -0.2864, -0.7937], [0.5112, 0.4914, -0.3654], [-0.5994, -0.4485, 0.2410], [-0.1903, 0.2713, -0.0570], [0.1942, -0.5058, 0.0347], [0.0987, -0.0495, -0.1380], [-0.3630, 0.5374, 0.0804], [0.1851, 0.0428, -0.2167], [0.3123, -0.2155, 0.0171], [-0.4731, 0.0892, 0.3850], [0.1906, 0.0184, 0.2329], [0.1441, -0.3314, 0.6531], [-0.3149, 0.3695, -0.7995]],
  "lowdin_charge": [-0.21, 0.08, -0.63, 0.10, 0.07, -0.24, -0.09, 0.13, 0.11, 0.14, 0.06, 0.09, 0.08, 0.08, 0.07, 0.05, 0.05, 0.02, -0.06, 0.02, 0.06, -0.07, 0.04, 0.09, -0.06, 0.09, 0.03, -0.07, 0.01, 0.04, -0.07, 0.03, 0.06, -0.08, 0.03, 0.10, -0.06, 0.03, 0.03, -0.10, 0.03, 0.01, -0.09, 0.08, 0.03, -0.09, 0.01, 0.02, -0.09, 0.02, 0.07, -0.09, 0.03, 0.08, -0.07, 0.05, 0.03, -0.07],
  "e_above_lowest_ev": 0.000,
  "mol_weight_g_mol": 355.33
}

no.,frontier orbital gap (eV)
1,8.303
2,9.252